The following is a DFT calculation (ωB97M-V with the def2-TZVPD basis set) of a 4-piece molecular cluster, C3H14O3S overall at a distorted geometry.

As for the SMILES: CCCS.O.O.O. The HOMO energy comes out at -9.0 eV. For the largest force on an atom, the calculation gives 3.14 eV Å⁻¹. Its energy relative to the best compared isomer or geometry (same formula, charge and spin) is 1.282 eV. The electronic energy comes out at -746.560761 hartree. Its HOMO-LUMO gap is 9.58 eV.

The geometry in ORCA input format:
```
! RIJCOSX wB97M-V def2-TZVPD def2/J DEFGRID3
* xyz 0 1
C -3.77531 0.33404 1.07024
C -2.30567 0.37232 0.75050
C -1.78506 -1.08026 0.47305
S -0.28612 -1.29977 -0.51345
H -4.22467 -0.62843 0.82510
H -3.89219 0.48069 2.14013
H -4.45822 0.96409 0.49529
H -1.58938 0.85319 1.40876
H -2.13364 0.78766 -0.25505
H -1.82214 -1.76734 1.32103
H -2.51643 -1.51813 -0.21834
H 0.53011 -1.01453 0.46466
H 0.55023 -0.14398 4.01539
H 0.58487 -1.52275 4.34821
O 0.06703 -0.95773 3.73862
H 6.11072 1.35236 -3.00755
H 4.80632 0.58753 -2.88846
O 5.49587 0.97937 -2.36698
H 1.32491 1.50831 -2.51375
H 0.69805 2.77787 -2.47889
O 1.62163 2.43694 -2.56309
*
```